(1)
{"formula": "C21H33ClNO10S", "method": "ωB97M-V/def2-TZVPD", "homo_lumo_gap_ev": 7.5372, "e_homo_ev": -11.01, "charge": 1, "elements": ["C", "C", "O", "C", "C", "C", "C", "C", "C", "S", "O", "O", "Cl", "C", "O", "C", "C", "C", "C", "O", "O", "C", "O", "C", "C", "C", "O", "C", "O", "H", "H", "H", "H", "H", "H", "H", "H", "H", "H", "H", "H", "H", "H", "H", "H", "H", "H", "H", "H", "H", "H", "H", "H", "H", "C", "C", "O", "N", "C", "H", "H", "H", "H", "H", "H", "H", "H"], "xyz": [[-1.3660, 3.7699, 2.6895], [-2.1177, 2.7616, 1.8592], [-1.2292, 1.6684, 1.5641], [-1.5824, 0.9531, 0.4728], [-2.0446, -0.3000, 0.5581], [-2.2629, -0.9238, 1.9216], [-2.2454, -2.4511, 2.0614], [-0.8695, -3.0778, 2.3170], [0.1651, -2.8983, 1.1942], [1.4219, -1.6244, 1.3103], [1.1868, -0.6158, 0.3284], [2.7107, -2.2606, 1.2994], [1.2513, -0.7792, 3.1497], [-2.3127, -0.9763, -0.7330], [-2.2782, -2.1875, -0.8715], [-2.5995, -0.1428, -1.9323], [-3.3648, -0.7778, -3.0539], [-4.5734, -1.6199, -2.5986], [-5.3524, -1.0473, -1.4558], [-5.8681, -1.7123, -0.6114], [-5.4607, 0.3033, -1.4763], [-2.1238, 1.1037, -1.9960], [-2.2892, 1.9238, -3.0579], [-1.3442, 1.7721, -4.1257], [-0.4038, 2.9908, -4.2633], [0.9756, 2.7987, -3.6369], [-0.9862, 4.1822, -3.7577], [-1.3589, 1.6428, -0.8406], [-0.6175, 2.5865, -0.9240], [-0.9745, 3.3127, 3.5964], [-2.0307, 4.5805, 2.9813], [-0.5361, 4.1705, 2.1121], [-2.9737, 2.3615, 2.4071], [-2.4713, 3.2367, 0.9434], [-1.4786, -0.5221, 2.5632], [-3.1901, -0.5293, 2.3382], [-2.8402, -2.6766, 2.9488], [-2.7360, -2.9605, 1.2424], [-0.4804, -2.7925, 3.2908], [-1.0356, -4.1545, 2.3693], [-0.3158, -2.7848, 0.2253], [0.7772, -3.7968, 1.1471], [-2.6903, -1.4472, -3.5922], [-3.6906, -0.0244, -3.7647], [-4.2887, -2.6334, -2.3489], [-5.2681, -1.6785, -3.4401], [-5.4259, 0.6097, -0.5592], [-1.9231, 1.6611, -5.0414], [-0.7423, 0.8779, -3.9671], [-0.2605, 3.1189, -5.3409], [1.0541, 1.8539, -3.1010], [1.7691, 2.8450, -4.3777], [1.1416, 3.5783, -2.8976], [-1.5618, 4.5476, -4.4360], [5.3150, -0.6123, 1.7202], [6.7509, -0.2738, 1.8612], [7.2771, 0.7815, 1.9302], [7.7113, -1.4726, 1.9021], [7.7715, -2.1167, 3.2626], [4.7434, 0.3082, 1.6569], [5.1460, -1.2032, 0.8174], [4.9665, -1.1924, 2.5766], [7.4407, -2.1670, 1.2029], [8.6225, -1.0714, 1.6688], [8.4858, -2.9335, 3.2219], [6.7860, -2.4963, 3.5127], [8.0953, -1.3661, 3.9770]], "forces_ev_per_a": [[0.052, -0.087, 0.019], [0.091, 0.219, 0.224], [0.055, -0.177, -0.030], [-0.142, 0.116, 0.149], [-0.048, 0.127, 0.209], [0.470, -0.225, -0.186], [-0.042, 0.129, 0.547], [-0.385, -0.093, -0.478], [-0.077, -0.568, 0.611], [0.134, -0.183, -1.058], [-0.159, 0.259, 0.232], [0.151, -0.068, 0.340], [-0.046, 0.091, 0.110], [0.235, -0.116, -0.133], [-0.010, 0.024, 0.148], [-0.271, 0.231, -0.322], [-0.011, -0.425, 0.000], [0.041, 0.335, -0.655], [-0.124, -0.150, -0.234], [-0.078, -0.325, 0.774], [0.741, 0.307, -0.072], [0.095, -0.110, 0.009], [0.177, -0.192, 0.035], [0.010, 0.373, 0.047], [0.103, 0.109, -0.338], [-0.110, 0.019, 0.472], [0.041, -0.050, -0.079], [-0.091, -0.067, 0.127], [0.031, 0.223, -0.064], [0.021, -0.057, 0.041], [-0.020, 0.073, -0.030], [0.038, 0.079, 0.000], [-0.095, -0.034, -0.039], [0.007, -0.120, -0.140], [-0.055, 0.110, 0.140], [-0.160, -0.040, -0.133], [-0.017, -0.074, 0.023], [-0.033, 0.067, -0.193], [0.133, 0.137, -0.002], [0.060, -0.060, 0.083], [0.002, 0.365, -0.077], [0.168, 0.036, -0.004], [-0.005, -0.048, -0.068], [0.079, 0.233, 0.115], [-0.030, -0.060, 0.185], [-0.035, -0.070, -0.040], [-0.593, 0.039, -0.034], [-0.127, -0.069, -0.004], [-0.065, -0.163, -0.083], [0.035, -0.085, -0.070], [0.030, -0.094, -0.042], [0.029, 0.005, -0.078], [0.012, 0.091, -0.019], [-0.087, 0.021, 0.093], [0.040, -0.116, 0.033], [-0.261, 0.705, -0.134], [0.077, -0.191, 0.072], [-0.043, -0.184, 0.226], [0.049, -0.022, -0.101], [0.006, 0.030, 0.006], [-0.060, -0.066, 0.061], [-0.047, -0.072, -0.077], [0.117, 0.017, -0.044], [0.033, -0.143, -0.108], [0.010, -0.002, 0.020], [-0.013, 0.015, 0.007], [-0.029, 0.022, 0.010]]}

***

(2)
{"formula": "C39H35Cl8GeN5O2PSV", "method": "ωB97M-V/def2-TZVPD", "homo_lumo_gap_ev": [6.6265, 7.2415], "e_homo_ev": [-10.32, -10.32], "charge": 1, "relative_energy_kcal_mol": 17.99, "s2": 0.7991, "spin_multiplicity": 2, "elements": ["V", "C", "C", "C", "C", "C", "C", "P", "C", "C", "C", "C", "C", "C", "C", "C", "C", "C", "C", "C", "H", "H", "H", "H", "H", "H", "H", "H", "H", "H", "H", "H", "H", "H", "Cl", "Ge", "Cl", "Cl", "O", "C", "O", "C", "N", "C", "C", "C", "H", "H", "H", "H", "H", "H", "H", "H", "H", "N", "C", "C", "C", "C", "C", "N", "C", "H", "H", "H", "H", "S", "C", "N", "C", "C", "C", "N", "H", "H", "H", "H", "H", "H", "H", "H", "Cl", "C", "C", "C", "Cl", "C", "Cl", "C", "Cl", "C", "Cl"], "xyz": [[-0.2376, -0.7045, -0.4276], [3.3325, 0.4468, -5.3007], [3.5730, -0.8610, -4.9005], [3.2944, -1.2534, -3.5985], [2.7617, -0.3376, -2.6948], [2.5098, 0.9721, -3.1050], [2.8045, 1.3652, -4.4026], [2.3630, -0.7793, -0.9836], [3.8630, -0.4264, -0.0334], [4.7766, 0.5359, -0.4473], [5.8949, 0.8093, 0.3293], [6.1045, 0.1193, 1.5125], [5.1953, -0.8494, 1.9240], [4.0734, -1.1225, 1.1593], [2.0550, -2.5219, -0.7639], [2.8273, -3.6754, -0.8535], [2.2326, -4.8757, -0.4965], [0.9211, -4.9001, -0.0239], [0.1683, -3.7374, 0.0868], [0.7420, -2.5332, -0.3231], [3.5592, 0.7508, -6.3144], [3.9836, -1.5767, -5.6012], [3.4846, -2.2749, -3.2903], [2.0829, 1.6848, -2.4051], [2.6178, 2.3853, -4.7133], [4.6247, 1.0719, -1.3758], [6.6046, 1.5578, 0.0023], [6.9799, 0.3289, 2.1132], [5.3638, -1.3955, 2.8434], [3.3524, -1.8588, 1.4946], [3.8617, -3.6350, -1.1730], [2.7939, -5.7988, -0.5608], [0.4803, -5.8431, 0.2746], [-0.8339, -3.7976, 0.4900], [-3.2208, -2.8145, 1.3413], [-2.6251, -1.8729, -0.5425], [-2.7225, -3.5529, -1.9443], [-4.4456, -0.7849, -1.1189], [0.9140, -1.8457, 2.8751], [-0.0041, -1.0900, 2.5919], [-0.4531, -0.7819, 1.4418], [-0.7400, -0.4045, 3.7466], [0.1655, -0.5077, 4.9488], [-0.6634, -0.9364, 6.1412], [-2.1004, -0.7414, 5.6738], [-2.0269, -1.0962, 4.1891], [-0.9241, 0.6476, 3.5286], [0.6468, 0.3740, 5.1101], [0.8668, -1.2166, 4.6651], [-0.3711, -0.3552, 7.0109], [-0.4456, -1.9865, 6.3217], [-2.4122, 0.2970, 5.8006], [-2.7886, -1.3739, 6.2305], [-2.8694, -0.7272, 3.6091], [-1.9509, -2.1755, 4.0452], [0.7213, -4.9484, -5.4138], [0.4101, -3.9221, -5.0039], [0.0366, -2.6262, -4.5100], [-0.3002, -1.5892, -5.3738], [-0.6193, -0.3677, -4.8137], [-0.5717, -0.2216, -3.4431], [-0.2376, -1.2173, -2.5974], [0.0412, -2.4053, -3.1437], [-0.3067, -1.7442, -6.4442], [-0.8920, 0.4778, -5.4288], [-0.8008, 0.7293, -3.0023], [0.2743, -3.2218, -2.4790], [-2.8224, 1.5615, 2.0089], [-4.1711, 2.5289, 1.6682], [-4.3931, 3.6703, 2.3397], [-5.5385, 4.5428, 2.1125], [-5.9585, 4.4404, 0.6581], [-6.1974, 2.9815, 0.3146], [-5.0401, 2.1857, 0.7134], [-3.7245, 3.8846, 3.0591], [-5.2493, 5.5618, 2.3639], [-6.3691, 4.2599, 2.7656], [-5.1709, 4.8464, 0.0194], [-6.8663, 5.0175, 0.4886], [-6.3434, 2.8557, -0.7575], [-7.0968, 2.6149, 0.8166], [-4.8263, 1.3422, 0.2029], [1.9351, 1.1516, 1.7440], [1.0120, 2.0493, 0.5893], [0.0484, 1.3921, -0.1926], [-0.8458, 2.2541, -0.8292], [-2.3082, 1.5880, -1.4702], [-0.6955, 3.6406, -0.8772], [-1.8294, 4.6155, -1.7229], [0.3725, 4.2278, -0.2163], [0.6181, 5.9222, -0.2994], [1.2099, 3.4309, 0.5615], [2.4554, 4.1657, 1.4860]], "forces_ev_per_a": [[-0.148, -0.059, -0.099], [-0.003, 0.013, 0.015], [-0.005, -0.017, 0.003], [-0.032, 0.022, -0.002], [0.059, -0.027, -0.008], [0.023, -0.003, -0.010], [-0.002, -0.005, 0.006], [-0.351, 0.097, -0.001], [0.105, -0.065, -0.024], [-0.020, 0.019, 0.005], [-0.003, 0.004, 0.001], [-0.002, -0.002, 0.004], [-0.038, -0.013, -0.016], [0.081, 0.037, -0.030], [0.092, 0.104, -0.125], [-0.062, -0.040, -0.019], [0.085, 0.015, -0.027], [-0.065, 0.037, 0.013], [0.094, -0.041, -0.046], [-0.116, -0.110, 0.439], [-0.002, 0.000, 0.008], [-0.003, 0.005, 0.009], [0.002, 0.002, -0.009], [-0.002, 0.000, -0.006], [0.002, -0.009, 0.002], [0.013, -0.003, 0.007], [-0.004, -0.003, 0.004], [-0.004, 0.000, -0.004], [0.000, 0.003, -0.006], [0.006, -0.010, 0.005], [0.001, -0.021, 0.007], [-0.001, 0.011, -0.006], [0.015, 0.000, -0.005], [0.010, 0.014, 0.010], [-0.072, -0.018, 0.003], [0.154, 0.057, 0.111], [-0.058, -0.025, -0.025], [-0.097, -0.094, -0.022], [0.042, -0.038, -0.204], [0.158, 0.047, 0.577], [-0.318, -0.181, -0.303], [-0.079, 0.033, -0.193], [0.012, -0.025, 0.045], [-0.042, -0.009, -0.033], [0.031, -0.041, -0.047], [-0.037, 0.070, 0.044], [0.035, -0.022, -0.018], [0.008, -0.036, 0.013], [-0.013, 0.023, -0.011], [0.003, 0.012, 0.002], [0.028, -0.004, 0.003], [0.009, 0.007, -0.007], [0.008, -0.001, 0.005], [0.011, -0.017, -0.002], [0.016, -0.017, 0.012], [0.020, 0.017, 0.036], [-0.047, -0.015, -0.059], [0.000, 0.095, -0.131], [0.035, -0.084, 0.092], [0.003, 0.001, -0.094], [0.289, -0.223, 0.034], [-0.262, 0.331, -0.302], [-0.059, -0.097, 0.204], [-0.003, -0.001, 0.008], [0.002, 0.000, 0.018], [0.080, 0.107, -0.019], [0.006, 0.012, 0.016], [0.044, 0.013, 0.039], [-0.006, 0.034, -0.003], [-0.061, -0.014, -0.025], [0.029, 0.011, 0.020], [0.018, -0.003, -0.028], [0.022, -0.014, -0.002], [-0.048, 0.105, -0.065], [-0.006, -0.012, -0.023], [0.020, 0.000, 0.011], [-0.002, -0.004, 0.016], [-0.003, -0.002, 0.011], [-0.003, 0.001, -0.005], [0.011, -0.028, -0.002], [0.005, -0.013, 0.012], [0.030, -0.087, 0.084], [0.033, 0.016, 0.099], [-0.197, 0.077, -0.156], [0.444, 0.511, 0.092], [0.236, 0.033, 0.141], [-0.070, -0.232, -0.090], [-0.075, -0.124, -0.022], [-0.027, 0.006, -0.009], [0.039, 0.091, 0.005], [-0.007, 0.005, 0.001], [-0.057, -0.191, 0.021], [0.042, 0.003, 0.033]]}

***

(3)
{"formula": "C17H20N4O", "method": "ωB97M-V/def2-TZVPD", "homo_lumo_gap_ev": 8.7727, "e_homo_ev": -8.31, "relative_energy_kcal_mol": 96.36, "smiles": "N#Cc1cccc(N2CCN([C@H]3CN4CCC3CC4)C2=O)c1", "elements": ["N", "C", "C", "C", "C", "C", "C", "N", "C", "C", "N", "C", "C", "N", "C", "C", "C", "C", "C", "C", "O", "C", "H", "H", "H", "H", "H", "H", "H", "H", "H", "H", "H", "H", "H", "H", "H", "H", "H", "H", "H", "H"], "xyz": [[1.9175, 1.6993, 6.3747], [2.1300, 0.8823, 5.5711], [2.5258, 0.0051, 4.4799], [3.6664, -0.8167, 4.7527], [4.1512, -1.5186, 3.5550], [3.4538, -1.6219, 2.3870], [2.2451, -0.9244, 2.1829], [1.5012, -0.8987, 1.0177], [2.0913, -1.2603, -0.2295], [1.0040, -0.7331, -1.2540], [-0.1762, -0.5434, -0.5041], [-1.5335, -0.0373, -0.9469], [-1.9234, 1.4258, -0.5761], [-2.6640, 2.0452, -1.6673], [-1.7182, 2.1736, -2.8773], [-1.4007, 0.7123, -3.5101], [-1.8426, -0.3483, -2.4701], [-3.3927, -0.2915, -2.6205], [-3.8668, 1.1195, -2.0348], [0.1656, -0.5675, 0.8345], [-0.5729, -0.8023, 1.7594], [1.8102, -0.0441, 3.2638], [4.1434, -0.7785, 5.7251], [4.8944, -2.2247, 3.4654], [3.9269, -2.2242, 1.6071], [3.0687, -0.6526, -0.1911], [2.3848, -2.3137, -0.2142], [0.8838, -1.5114, -1.9858], [1.3584, 0.1769, -1.7210], [-2.2732, -0.6624, -0.4102], [-1.0295, 2.0403, -0.4640], [-2.5426, 1.5854, 0.3433], [-2.2550, 2.7776, -3.6515], [-0.7359, 2.7146, -2.6505], [-1.9310, 0.5986, -4.5400], [-0.3618, 0.7183, -3.6748], [-1.5096, -1.2928, -2.7817], [-3.6445, -0.2918, -3.6368], [-3.8538, -1.2099, -2.1408], [-4.3432, 0.8773, -1.0771], [-4.5925, 1.5242, -2.7832], [0.8409, 0.4937, 3.2936]], "forces_ev_per_a": [[0.237, -1.532, -1.173], [-0.376, 1.474, 0.509], [0.863, -1.280, 0.328], [-0.118, -0.020, -3.695], [-2.222, 1.171, 2.962], [-1.315, 0.990, -1.513], [-1.140, 2.208, 2.318], [0.741, 0.167, -0.834], [1.608, 2.035, 0.243], [1.904, -0.715, -0.674], [-0.901, 1.381, 1.451], [-0.074, -1.318, -0.017], [0.104, 0.478, -0.210], [-0.382, -0.679, -2.409], [-0.948, -0.660, -0.450], [-1.238, 1.657, 0.299], [-1.398, 2.161, -0.124], [0.567, -0.023, 2.380], [1.248, -0.729, 0.165], [-0.798, -3.313, 1.053], [-1.770, 1.806, 0.668], [0.247, -0.999, 0.340], [0.132, -0.178, -0.311], [2.366, -0.982, 1.153], [-0.476, 0.168, 0.090], [-1.089, -0.939, -1.136], [-0.464, -0.088, -0.634], [-0.191, -0.135, -0.684], [0.207, 0.238, -0.327], [0.617, -0.043, -0.087], [0.169, -0.067, 0.221], [0.655, -0.824, -0.552], [0.437, -0.351, 0.729], [-1.549, -0.726, 0.213], [0.871, -0.030, 1.916], [1.434, -0.328, -0.426], [0.656, -1.459, -0.040], [-0.259, -0.359, -1.537], [0.204, 1.290, -0.246], [-0.222, 0.606, -0.250], [0.781, 0.349, 0.975], [0.882, -0.401, -0.683]]}

***

Max |F| list, top to bottom, in eV Å⁻¹: 1.082, 0.683, 3.884
Total energy list, top to bottom, in eV: -67626.3918, -255062.9216, -25958.8030